159
Properties=species:S:1:pos:R:3:lowdin_charge:R:1 method="wB97M-V/def2-TZVPD" mol_weight_da=1385.14 homo_lumo_gap_ha=0.2986
C -0.31 3.82 -1.42 -0.04
C -0.54 2.48 -0.72 -0.28
C -1.14 2.33 0.53 -0.06
C -1.27 1.08 1.11 -0.04
C -0.81 -0.05 0.45 -0.23
C -0.98 -1.38 1.20 -0.07
C -0.14 -1.27 2.48 -0.21
C 1.27 -1.01 2.28 -0.01
C 2.14 -0.85 3.30 -0.01
C 1.61 -0.94 4.62 -0.35
N 2.31 -0.79 5.76 -0.22
S 1.22 -0.99 6.92 1.00
N -0.17 -1.27 6.13 -0.23
C 0.20 -1.21 4.84 -0.34
C -0.68 -1.37 3.71 0.01
C -0.22 0.06 -0.80 -0.02
C -0.10 1.33 -1.35 -0.04
H -0.45 3.66 -2.49 0.08
H -0.91 4.64 -1.02 0.09
H 0.74 4.08 -1.24 0.07
H -1.51 3.21 1.07 0.12
H -1.73 0.97 2.09 0.12
H -0.52 -2.21 0.64 0.11
H -2.04 -1.56 1.43 0.11
H 1.65 -0.94 1.25 0.12
H 3.18 -0.63 3.07 0.12
H -1.75 -1.54 3.85 0.12
H 0.17 -0.81 -1.33 0.09
H 0.38 1.45 -2.33 0.11
C -1.48 1.56 7.63 -0.13
C -1.08 1.70 9.07 -0.12
O -2.14 2.49 9.61 0.06
C -3.23 2.31 8.82 -0.57
O -4.32 2.69 9.09 0.16
O -2.90 1.64 7.69 0.06
H -1.16 0.61 7.19 0.08
H -1.10 2.38 7.01 0.14
H -1.05 0.74 9.59 0.13
H -0.12 2.20 9.20 0.13
C -1.22 -5.24 -2.11 -0.09
C -1.57 -3.98 -2.86 -0.09
O -0.70 -3.01 -2.26 0.05
C 0.35 -3.68 -1.74 -0.58
O 1.33 -3.15 -1.31 0.13
O 0.15 -5.02 -1.75 0.04
H -1.32 -6.13 -2.73 0.14
H -1.81 -5.37 -1.20 0.12
H -1.34 -4.05 -3.93 0.13
H -2.61 -3.70 -2.75 0.14
C 4.15 6.98 -2.18 -0.12
C 3.24 7.08 -1.00 -0.12
O 1.99 6.63 -1.52 0.05
C 2.26 5.85 -2.60 -0.57
O 1.45 5.18 -3.17 0.13
O 3.57 5.92 -2.94 0.07
H 5.18 6.74 -1.90 0.11
H 4.15 7.89 -2.79 0.13
H 3.54 6.42 -0.18 0.14
H 3.15 8.09 -0.61 0.12
C -5.14 -3.83 3.16 -0.13
C -5.55 -2.80 2.13 -0.12
O -4.81 -3.21 0.98 0.05
C -4.53 -4.54 1.12 -0.56
O -4.08 -5.23 0.27 0.15
O -4.85 -4.97 2.36 0.06
H -5.94 -4.04 3.87 0.14
H -4.25 -3.54 3.71 0.13
H -6.61 -2.84 1.89 0.13
H -5.28 -1.79 2.42 0.13
C 3.83 -6.61 -2.18 -0.12
C 2.88 -6.71 -1.01 -0.11
O 2.77 -8.12 -0.82 0.07
C 3.88 -8.70 -1.34 -0.56
O 4.17 -9.84 -1.20 0.15
O 4.61 -7.80 -2.04 0.06
H 4.45 -5.72 -2.14 0.13
H 3.31 -6.63 -3.14 0.14
H 3.29 -6.26 -0.10 0.14
H 1.91 -6.26 -1.22 0.11
C -0.84 9.74 -4.44 -0.12
C -0.89 8.37 -3.80 -0.09
O 0.39 8.29 -3.17 0.05
C 0.83 9.55 -2.95 -0.56
O 1.79 9.82 -2.29 0.14
O 0.05 10.46 -3.58 0.07
H -1.81 10.21 -4.48 0.11
H -0.41 9.71 -5.44 0.14
H -1.67 8.29 -3.04 0.14
H -1.02 7.57 -4.52 0.14
C -4.52 2.48 -2.88 -0.12
C -4.08 3.34 -1.72 -0.12
O -3.58 4.51 -2.37 0.05
C -4.16 4.59 -3.59 -0.56
O -4.09 5.52 -4.32 0.16
O -4.85 3.45 -3.88 0.06
H -5.38 1.86 -2.65 0.13
H -3.72 1.85 -3.26 0.13
H -4.92 3.63 -1.08 0.13
H -3.31 2.87 -1.12 0.11
C -2.18 -2.96 8.35 -0.13
C -2.34 -4.35 8.92 -0.12
O -1.13 -4.54 9.64 0.06
C -0.64 -3.31 9.95 -0.56
O 0.27 -3.12 10.69 0.17
O -1.33 -2.33 9.31 0.03
H -3.12 -2.43 8.25 0.14
H -1.67 -2.97 7.38 0.11
H -3.18 -4.42 9.61 0.14
H -2.46 -5.11 8.14 0.12
C -2.02 -8.54 6.39 -0.12
C -3.38 -8.91 6.94 -0.12
O -4.17 -7.76 6.61 0.06
C -3.57 -7.14 5.56 -0.56
O -4.06 -6.24 4.95 0.16
O -2.35 -7.66 5.31 0.07
H -1.46 -9.40 6.04 0.13
H -1.41 -7.99 7.12 0.13
H -3.80 -9.78 6.44 0.13
H -3.37 -9.08 8.01 0.13
C -3.33 10.10 -8.82 -0.12
C -2.85 8.67 -8.71 -0.12
O -2.58 8.54 -7.32 0.06
C -3.34 9.47 -6.67 -0.55
O -3.47 9.51 -5.49 0.15
O -3.91 10.33 -7.54 0.07
H -4.07 10.23 -9.61 0.13
H -2.52 10.81 -8.98 0.13
H -3.62 7.95 -9.00 0.14
H -1.95 8.48 -9.30 0.13
C 6.82 11.07 -2.15 -0.12
C 5.90 10.94 -0.97 -0.11
O 5.79 9.52 -0.80 0.05
C 6.90 8.96 -1.36 -0.56
O 7.20 7.82 -1.25 0.16
O 7.61 9.88 -2.06 0.07
H 7.45 11.95 -2.10 0.13
H 6.29 11.06 -3.10 0.14
H 6.33 11.37 -0.06 0.13
H 4.92 11.39 -1.14 0.14
C 2.67 -1.34 -5.55 -0.11
C 1.73 -1.19 -4.38 -0.12
O 0.48 -1.62 -4.92 0.05
C 0.74 -2.43 -5.97 -0.57
O -0.07 -3.09 -6.53 0.16
O 2.06 -2.40 -6.29 0.06
H 3.68 -1.60 -5.25 0.13
H 2.70 -0.45 -6.18 0.14
H 2.00 -1.84 -3.54 0.12
H 1.67 -0.16 -4.02 0.13
C 5.29 -13.39 -2.44 -0.12
C 4.89 -12.39 -3.49 -0.13
O 5.64 -12.82 -4.63 0.06
C 5.92 -14.14 -4.47 -0.57
O 6.38 -14.84 -5.31 0.16
O 5.59 -14.55 -3.22 0.06
H 4.48 -13.59 -1.73 0.13
H 6.18 -13.09 -1.89 0.13
H 3.83 -12.43 -3.73 0.13
H 5.16 -11.37 -3.22 0.12